Entry 1:
A structure of composition C34H45As2BF4N3O2Pb. Source: the Open Molecules 2025 dataset; level of theory: ωB97M-V with the def2-TZVPD basis set.

The geometry in XYZ format:
```
92
Properties=species:S:1:pos:R:3
Pb 1.259 0.741 -0.849
C -1.909 -2.289 0.990
C -2.587 -0.981 1.278
As -2.114 0.428 -0.025
C -2.745 -0.274 -1.668
C -3.593 0.463 -2.486
C -3.868 0.034 -3.805
C -3.369 -1.152 -4.301
C -2.444 -1.866 -3.518
C -2.086 -1.430 -2.255
C -3.463 1.783 0.304
C -3.013 2.986 0.809
C -3.855 4.054 1.008
C -5.219 3.843 0.765
C -5.708 2.568 0.494
C -4.804 1.530 0.223
As 0.025 -2.177 0.769
C 0.598 -2.586 2.541
C 1.932 -3.054 2.681
C 2.538 -3.125 3.950
C 1.810 -2.891 5.107
C 0.482 -2.496 4.994
C -0.042 -2.265 3.734
C 0.205 -3.911 -0.111
C -0.331 -5.051 0.482
C -0.299 -6.238 -0.169
C 0.284 -6.302 -1.423
C 0.883 -5.216 -2.003
C 0.791 -4.019 -1.369
H -2.365 -2.657 0.008
H -2.175 -3.050 1.680
H -2.355 -0.564 2.289
H -3.661 -1.048 1.255
H -4.063 1.394 -2.220
H -4.537 0.630 -4.420
H -3.533 -1.432 -5.316
H -2.046 -2.786 -3.900
H -1.276 -2.023 -1.733
H -1.948 3.056 1.005
H -3.539 5.061 1.354
H -5.997 4.630 0.831
H -6.780 2.348 0.369
H -5.091 0.569 -0.125
H 2.558 -3.393 1.890
H 3.574 -3.462 4.081
H 2.244 -3.038 6.133
H -0.143 -2.365 5.874
H -1.032 -1.834 3.737
H -0.861 -5.015 1.404
H -0.910 -7.103 0.151
H 0.259 -7.255 -1.980
H 1.258 -5.399 -2.957
H 1.179 -3.145 -1.802
C 2.926 0.154 2.133
N 2.240 1.302 1.495
C 1.118 1.643 2.436
C 3.169 2.435 1.200
C 4.027 2.067 0.084
N 3.289 2.179 -1.241
C 3.212 3.654 -1.481
C 4.029 1.540 -2.338
H 3.428 0.523 3.022
H 3.608 -0.427 1.475
H 2.211 -0.668 2.462
H 1.452 1.909 3.461
H 0.516 0.727 2.531
H 0.485 2.538 1.980
H 3.779 2.759 2.038
H 2.531 3.310 0.987
H 4.397 1.002 0.101
H 5.018 2.603 -0.006
H 4.219 4.085 -1.502
H 2.665 4.093 -0.683
H 2.764 3.869 -2.402
H 4.864 2.191 -2.710
H 3.296 1.479 -3.090
H 4.491 0.606 -2.028
F 5.021 -1.459 -0.126
B 3.961 -2.059 -0.711
F 2.887 -1.013 -0.577
F 4.100 -2.376 -2.057
F 3.565 -3.184 0.026
N -1.914 4.524 -2.640
C -1.060 4.637 -1.462
C -0.303 3.385 -1.248
O -0.494 2.490 -2.150
O 0.314 3.225 -0.202
H -2.951 4.508 -2.419
H -1.257 2.854 -2.705
H -1.772 5.324 -3.235
H -1.588 4.903 -0.494
H -0.361 5.441 -1.674
```

E_HOMO, eV: -10.532
Lowest unoccupied orbital energy, Eh: -0.0993
Total energy, a.u.: -6726.02317
Charge: +1

Atom charges from the Mulliken analysis, given in e for atoms 1 to 5: Pb 1.471; C -1.404; C -1.265; As 1.320; C 0.809



Entry 2:
A structure of composition C34H45BrN3O2S5SbTa. Source: the Open Molecules 2025 dataset; level of theory: ωB97M-V with the def2-TZVPD basis set.

The geometry in XYZ format:
```
92
Properties=species:S:1:pos:R:3
Ta 1.451 -0.304 -0.017
C -6.578 -1.018 -1.006
C -5.995 -0.380 0.265
C -6.616 -1.039 1.502
C -6.367 1.102 0.266
C -4.480 -0.590 0.250
C -3.573 0.455 0.129
C -2.234 0.152 -0.023
Br -0.981 1.537 -0.285
C -1.695 -1.135 -0.061
O -0.412 -1.321 -0.354
C -2.603 -2.197 0.141
C -3.953 -1.880 0.268
C -2.218 -3.691 0.146
C -0.708 -3.965 0.197
C -2.776 -4.333 -1.132
C -2.832 -4.375 1.377
H -7.657 -0.847 -1.062
H -6.400 -2.095 -1.025
H -6.113 -0.585 -1.894
H -7.703 -0.916 1.492
H -6.225 -0.584 2.414
H -6.397 -2.108 1.539
H -7.455 1.205 0.254
H -5.975 1.611 -0.617
H -5.988 1.607 1.157
H -3.879 1.492 0.127
H -4.647 -2.706 0.376
H -0.190 -3.619 -0.693
H -0.552 -5.044 0.282
H -0.237 -3.488 1.056
H -2.354 -3.848 -2.015
H -3.864 -4.248 -1.185
H -2.510 -5.393 -1.165
H -2.457 -3.913 2.293
H -2.545 -5.429 1.387
H -3.922 -4.327 1.392
S 4.272 -3.286 2.662
Sb 4.893 -2.240 0.696
S 3.297 0.698 1.069
S 2.471 -2.227 -0.590
S 6.103 -3.793 -0.461
C 0.509 -1.039 5.630
N 1.013 -0.640 4.317
C 2.462 -0.611 4.100
C 0.149 -0.456 3.344
O 0.359 -0.153 2.157
H 1.337 -1.047 6.330
H 0.072 -2.038 5.604
H -0.242 -0.336 5.986
H 2.953 -0.308 5.025
H 2.691 0.109 3.324
H 2.853 -1.586 3.787
H -0.893 -0.585 3.671
C 4.168 2.651 -1.247
C 2.773 2.938 -0.693
C 1.841 3.185 -1.883
C 2.177 1.780 0.167
C 2.834 4.154 0.239
C 1.887 5.174 0.205
C 1.911 6.213 1.132
C 2.891 6.257 2.111
C 3.849 5.250 2.152
C 3.819 4.216 1.229
H 4.110 1.942 -2.064
H 4.834 2.229 -0.494
H 4.610 3.576 -1.624
H 1.870 2.322 -2.548
H 2.157 4.068 -2.448
H 0.804 3.330 -1.571
H 1.502 2.239 0.898
H 1.106 5.169 -0.544
H 1.153 6.985 1.089
H 2.908 7.061 2.837
H 4.622 5.265 2.911
H 4.561 3.431 1.296
N -0.722 -0.487 -3.053
C 0.549 -0.334 -3.472
N 1.583 -0.241 -2.687
C 2.776 -0.167 -3.420
C 4.060 -0.193 -2.888
C 5.139 -0.096 -3.748
C 4.952 0.028 -5.126
C 3.678 0.011 -5.669
C 2.601 -0.102 -4.801
S 0.905 -0.228 -5.181
H -0.815 -0.886 -2.121
H -1.424 -0.718 -3.732
H 4.199 -0.337 -1.822
H 6.141 -0.126 -3.341
H 5.810 0.119 -5.779
H 3.526 0.072 -6.740
```

Energy relative to the best compared isomer or geometry (same formula, charge and spin), kJ/mol: 281.34
E_HOMO, eV: -3.170
Lowest unoccupied orbital energy, Eh: 0.0637
Total energy, a.u.: -6499.75203
Charge: -1

Atom charges from the Mulliken analysis, given in e for atoms 1 to 5: Ta 0.133; C -1.586; C 1.908; C -1.644; C -2.178



Entry 3:
A structure of composition C34H45IrN7O4PSb2Se2Te3. Source: the Open Molecules 2025 dataset; level of theory: ωB97M-V with the def2-TZVPD basis set.

The geometry in XYZ format:
```
99
Properties=species:S:1:pos:R:3
Ir -0.985 -0.454 0.446
C 2.702 0.695 0.434
C 3.379 -0.699 0.466
C 2.442 -1.923 0.485
Sb 0.861 -1.851 1.951
C 2.095 -1.391 3.603
C 2.831 -2.430 4.179
C 3.725 -2.163 5.208
C 3.887 -0.864 5.668
C 3.158 0.173 5.097
C 2.262 -0.085 4.064
C 0.597 -3.924 2.212
C 0.037 -4.412 3.392
C -0.196 -5.772 3.549
C 0.108 -6.652 2.519
C 0.650 -6.175 1.333
C 0.896 -4.813 1.179
Sb 0.940 0.799 -0.767
C 1.675 0.060 -2.601
C 0.898 -0.792 -3.389
C 1.429 -1.343 -4.551
C 2.732 -1.047 -4.934
C 3.507 -0.191 -4.162
C 2.983 0.358 -2.997
C 0.700 2.843 -1.172
C 0.263 3.692 -0.153
C 0.041 5.038 -0.422
C 0.248 5.534 -1.704
C 0.675 4.687 -2.719
C 0.898 3.340 -2.456
H 3.391 1.459 0.068
H 2.379 1.004 1.432
H 4.032 -0.747 1.340
H 4.021 -0.792 -0.411
H 3.002 -2.833 0.705
H 1.981 -2.053 -0.498
H 2.709 -3.450 3.831
H 4.295 -2.972 5.649
H 4.583 -0.659 6.471
H 3.287 1.188 5.454
H 1.709 0.734 3.615
H -0.232 -3.733 4.192
H -0.622 -6.142 4.474
H -0.079 -7.712 2.641
H 0.887 -6.860 0.528
H 1.333 -4.460 0.252
H -0.125 -0.994 -3.109
H 0.822 -2.004 -5.160
H 3.145 -1.483 -5.835
H 4.520 0.046 -4.463
H 3.601 1.025 -2.403
H 0.081 3.292 0.838
H -0.302 5.700 0.364
H 0.074 6.582 -1.914
H 0.833 5.074 -3.718
H 1.220 2.684 -3.255
Se -3.133 -2.161 3.643
Te -4.516 -1.209 1.945
Te -4.153 2.087 2.562
Se -3.121 0.625 0.758
C -1.109 3.378 5.116
N -0.541 2.910 3.866
C -0.706 1.669 3.354
N -1.392 0.788 4.094
O -0.216 1.366 2.245
H -0.834 4.420 5.253
H -0.724 2.814 5.967
H -2.199 3.316 5.103
H -0.044 3.549 3.271
H -1.903 1.067 4.912
H -1.644 -0.101 3.689
C -3.176 4.854 -2.035
C -2.965 3.429 -1.604
O -2.786 2.621 -2.804
P -2.769 1.045 -2.700
O -1.668 0.551 -1.843
Te -4.909 0.193 -1.959
O -2.722 0.608 -4.213
C -1.547 0.954 -5.020
C -1.990 1.827 -6.163
H -3.284 5.485 -1.151
H -4.078 4.945 -2.641
H -2.325 5.211 -2.617
H -3.824 3.053 -1.046
H -2.075 3.323 -0.984
H -1.125 0.011 -5.358
H -0.805 1.451 -4.395
H -2.712 1.309 -6.794
H -1.125 2.093 -6.774
H -2.447 2.743 -5.788
N -3.935 -4.193 -2.176
N -2.768 -3.635 -1.685
N -1.594 -3.900 -2.226
C -0.814 -3.089 -1.525
N -1.512 -2.399 -0.613
N -2.781 -2.760 -0.749
H -3.687 -5.031 -2.683
H -4.575 -4.340 -1.406
H 0.251 -3.014 -1.670
```

Energy relative to the best compared isomer or geometry (same formula, charge and spin), kJ/mol: 117.37
E_HOMO (alpha / beta), eV: -9.103 / -9.149
Lowest unoccupied orbital energy (alpha / beta), Eh: -0.0988 / -0.1580
2S+1: 6
Total energy, a.u.: -8539.70916
Charge: +1

Atom charges from the Mulliken analysis, given in e for atoms 1 to 5: Ir 4.555; C -0.678; C -1.025; C -0.525; Sb 0.136



Entry 4:
A structure of composition C34H45N13O4SSnTe. Source: the Open Molecules 2025 dataset; level of theory: ωB97M-V with the def2-TZVPD basis set.

The geometry in XYZ format:
```
99
Properties=species:S:1:pos:R:3
Sn -2.078 1.471 0.405
N 0.126 3.052 2.482
N -0.448 4.218 3.015
C -1.767 4.424 2.925
N -2.319 5.496 3.470
N -2.442 3.448 2.292
N -3.746 3.474 2.100
O -4.171 2.514 1.447
O -4.460 4.345 2.525
H 1.015 2.882 2.945
H 0.282 3.143 1.476
H 0.152 4.969 3.350
H -1.775 6.204 3.935
H -3.325 5.625 3.384
C -4.564 -1.416 -4.563
C -4.557 -0.003 -4.156
N -5.015 0.989 -4.848
N -4.778 2.104 -4.151
C -4.146 1.839 -2.993
S -3.599 2.886 -1.801
N -4.005 0.477 -2.982
N -3.383 -0.206 -1.953
H -5.030 -1.483 -5.543
H -5.122 -2.031 -3.860
H -3.549 -1.807 -4.625
H -5.080 2.997 -4.519
H -4.053 -0.457 -1.220
H -2.955 -1.064 -2.298
C -3.971 -3.142 1.533
N -3.588 -2.096 2.452
C -3.903 -2.136 3.762
C -3.545 -1.126 4.595
C -2.824 -0.035 4.030
N -2.553 -0.004 2.723
C -2.943 -1.002 1.928
O -2.719 -0.970 0.701
N -2.370 0.967 4.775
H -4.125 -4.079 2.060
H -3.176 -3.247 0.796
H -4.889 -2.865 1.015
H -4.451 -2.999 4.109
H -3.797 -1.149 5.642
H -2.580 1.013 5.758
H -1.896 1.725 4.308
C 7.379 -1.219 2.837
C 6.197 -0.929 1.994
C 5.386 0.180 2.234
C 4.312 0.501 1.416
C 3.523 1.733 1.740
C 4.008 -0.353 0.347
Te 2.507 -0.062 -1.144
N 1.197 1.133 -0.292
C 0.725 2.127 -1.003
O -0.236 2.816 -0.596
C 1.338 2.417 -2.335
C 2.706 2.660 -2.441
C 3.273 2.849 -3.692
C 2.483 2.770 -4.829
C 1.126 2.514 -4.718
C 0.545 2.353 -3.470
C 1.213 -1.748 -0.873
C 0.834 -2.398 -2.051
C 1.240 -1.887 -3.401
C 0.076 -3.556 -1.950
C -0.318 -4.059 -0.715
C -1.065 -5.353 -0.619
C -0.005 -3.328 0.424
C 0.755 -2.165 0.374
C 1.015 -1.395 1.627
C 4.847 -1.441 0.041
C 4.637 -2.235 -1.209
C 5.902 -1.730 0.884
H 7.357 -0.667 3.772
H 8.287 -0.935 2.301
H 7.461 -2.286 3.036
H 5.602 0.833 3.067
H 4.197 2.589 1.801
H 3.056 1.609 2.718
H 2.757 1.931 0.995
H 3.297 2.775 -1.537
H 4.325 3.075 -3.777
H 2.919 2.936 -5.803
H 0.521 2.438 -5.608
H -0.513 2.160 -3.368
H 1.195 -0.793 -3.431
H 0.579 -2.278 -4.172
H 2.252 -2.208 -3.659
H -0.194 -4.086 -2.850
H -1.094 -5.865 -1.577
H -2.090 -5.196 -0.284
H -0.585 -6.012 0.104
H -0.333 -3.686 1.389
H 1.210 -2.065 2.460
H 0.135 -0.791 1.869
H 1.865 -0.726 1.497
H 3.576 -2.385 -1.424
H 5.103 -3.214 -1.132
H 5.098 -1.720 -2.053
H 6.541 -2.572 0.664
```

E_HOMO (alpha / beta), eV: -14.736 / -14.735
Lowest unoccupied orbital energy (alpha / beta), Eh: -0.2700 / -0.4262
2S+1: 2
Total energy, a.u.: -3214.91416
Charge: +3

Atom charges from the Mulliken analysis, given in e for atoms 1 to 5: Sn 1.522; N -0.233; N -0.248; C 0.511; N -0.336